No. 1
Entry from the Open Molecules 2025 dataset: H5N4PS in the gas phase in a non-equilibrium geometry (the ωB97M-V functional and the def2-TZVPD basis).

Geometry (Å):
1 N 2.9119 -0.2546 0.3421
2 N 3.4494 0.4990 -0.3319
3 N -2.0534 -0.9160 -0.1383
4 N -1.0562 1.3761 -0.1735
5 P -0.7650 -0.1791 -0.8178
6 S 0.8998 -0.7423 0.3839
7 H 3.1110 -0.9552 1.1443
8 H -2.0944 -1.0015 0.8113
9 H -2.4846 -1.7271 -0.6037
10 H -1.4602 1.9860 -0.9125
11 H -0.4584 1.9148 0.2963

Forces on the atoms, in the same order (eV/Å):
N -0.21 0.42 -0.60
N 0.22 -0.99 1.14
N -1.15 -1.78 -2.28
N -3.34 -0.93 -3.31
P 1.02 1.35 -1.67
S -0.37 -0.96 1.24
H 0.07 1.07 -1.13
H -0.36 -0.07 3.15
H 0.65 0.68 0.23
H 0.17 -0.73 0.74
H 3.30 1.93 2.49

Calculated values
**Orbital gap (spin up / spin down)**: 7.54 / 7.54 eV
**M**: 124.1 g mol⁻¹
**HOMO level (spin up / spin down)**: -7.980 / -7.981 eV
**Energy relative to the best compared isomer or geometry (same formula, charge and spin)**: 52.2 kcal/mol
**Spin multiplicity**: 1

***

No. 2
Entry from the Open Molecules 2025 dataset: a molecular structure, C4H4CaO2 in a non-equilibrium geometry (the ωB97M-V functional and the def2-TZVPD basis).

Geometry (Å):
1 H 2.1254 -1.1867 -0.4610
2 O 1.8738 -2.2359 -0.7123
3 C 0.5615 -2.1611 -0.5298
4 C 0.1343 -0.8979 -0.2933
5 C -0.6757 0.1476 -0.3994
6 C -0.4327 1.3009 0.4486
7 O -1.1241 2.3180 0.3943
8 Ca -1.5262 4.2416 1.4510
9 H 0.1342 -2.9681 0.0765
10 H -1.4389 0.2318 -1.1786
11 H 0.3686 1.2097 1.2042

Forces on the atoms, in the same order (eV/Å):
H -0.26 -4.29 -1.51
O 2.99 3.12 0.06
C -1.18 2.70 3.25
C -1.17 -1.97 -0.82
C 0.37 1.38 0.47
C 1.57 -4.27 -0.24
O -2.50 5.53 1.18
Ca 0.30 -1.85 -1.14
H -0.23 -0.40 -1.03
H 0.25 0.09 0.07
H -0.15 -0.03 -0.28

Calculated values
**Orbital gap (spin up / spin down)**: 2.67 / 4.83 eV
**M**: 124.2 g mol⁻¹
**HOMO level (spin up / spin down)**: -8.522 / -10.817 eV
**⟨S²⟩**: 0.78
**Charge**: +1
**Energy relative to the best compared isomer or geometry (same formula, charge and spin)**: 60.2 kcal/mol
**Spin multiplicity**: 2

***

No. 3
Entry from the Open Molecules 2025 dataset: C20H29NO3S in the gas phase (the ωB97M-V functional and the def2-TZVPD basis).

Geometry (Å):
1 C 0.3633 4.8069 0.5585
2 C -0.7613 3.8781 0.1244
3 O -0.2506 2.6639 -0.4275
4 C 0.0979 1.7029 0.4320
5 O -0.0156 1.8038 1.6264
6 C 0.6254 0.4737 -0.3027
7 C -0.5205 -0.0855 -1.1689
8 C -1.7787 -0.4439 -0.3811
9 C -2.9153 -0.8704 -1.3178
10 C -4.1441 -1.2150 -0.5263
11 C -4.3445 -2.5066 -0.0568
12 C -5.4571 -2.8166 0.7046
13 C -6.3847 -1.8354 1.0099
14 C -6.1926 -0.5439 0.5500
15 C -5.0789 -0.2374 -0.2114
16 C 1.7889 0.8908 -1.2179
17 C 2.9977 1.3374 -0.3985
18 N 3.4175 0.2668 0.4816
19 C 4.5710 -0.3793 0.2226
20 O 5.3191 -0.0416 -0.6807
21 C 4.9213 -1.5745 1.0878
22 S 3.8676 -2.9986 0.6472
23 C 4.5148 -3.3127 -1.0179
24 C 2.3932 -0.1041 1.4294
25 C 1.1256 -0.5675 0.7055
26 H -0.0540 5.7499 0.8995
27 H 0.9233 4.3566 1.3745
28 H 1.0377 4.9967 -0.2735
29 H -1.3545 4.3253 -0.6759
30 H -1.4040 3.6374 0.9776
31 H -0.1590 -0.9732 -1.6933
32 H -0.7746 0.6663 -1.9198
33 H -2.1076 0.4147 0.2082
34 H -1.5703 -1.2597 0.3124
35 H -2.5921 -1.7356 -1.9006
36 H -3.1354 -0.0551 -2.0104
37 H -3.6236 -3.2765 -0.2938
38 H -5.6015 -3.8265 1.0602
39 H -7.2545 -2.0764 1.6030
40 H -6.9131 0.2263 0.7844
41 H -4.9341 0.7721 -0.5701
42 H 1.4725 1.6983 -1.8781
43 H 2.0767 0.0355 -1.8329
44 H 3.8372 1.5826 -1.0517
45 H 2.7445 2.2131 0.2088
46 H 4.7828 -1.3894 2.1505
47 H 5.9572 -1.8532 0.8938
48 H 5.5093 -3.7442 -0.9418
49 H 3.8389 -4.0136 -1.4963
50 H 4.5489 -2.3788 -1.5708
51 H 2.7364 -0.9024 2.0833
52 H 2.1570 0.7720 2.0422
53 H 0.3594 -0.7526 1.4573
54 H 1.3371 -1.5009 0.1812

Forces on the atoms, in the same order (eV/Å):
C -0.16 -0.36 -0.13
C -0.13 0.43 0.36
O 0.02 0.01 -0.32
C 0.15 -0.35 0.04
O -0.07 0.10 0.14
C 0.00 -0.15 -0.25
C -0.09 0.10 0.31
C 0.13 -0.02 -0.44
C 0.09 0.06 0.34
C -0.02 -0.02 -0.17
C 0.00 0.03 -0.02
C -0.02 -0.08 0.06
C -0.09 -0.02 0.07
C -0.07 0.06 0.05
C 0.02 -0.02 -0.01
C 0.06 0.18 0.21
C 0.12 0.05 -0.50
N -0.14 0.35 0.03
C 0.29 -0.18 0.26
O 0.25 -0.05 -0.26
C -0.15 -0.36 -0.24
S 0.12 -0.05 0.02
C -0.01 0.14 0.42
C -0.28 -0.29 0.18
C -0.04 0.32 0.17
H -0.02 0.13 0.04
H 0.05 0.01 0.06
H 0.06 0.07 -0.06
H 0.04 -0.09 0.10
H 0.03 0.05 -0.19
H 0.09 0.00 -0.05
H 0.02 -0.03 -0.08
H -0.06 0.00 0.10
H -0.03 0.01 0.10
H -0.01 0.02 -0.08
H 0.02 -0.03 -0.07
H 0.08 -0.09 -0.04
H -0.01 -0.08 0.03
H -0.07 -0.02 0.04
H -0.06 0.06 0.02
H 0.02 0.11 -0.05
H -0.02 -0.04 -0.06
H 0.00 -0.04 -0.03
H -0.15 0.05 0.15
H 0.03 0.04 0.00
H 0.02 -0.01 0.02
H -0.06 0.20 0.06
H 0.05 -0.02 -0.12
H -0.03 -0.05 -0.07
H 0.02 0.00 -0.16
H 0.02 0.10 0.01
H 0.05 -0.13 0.03
H -0.05 -0.07 0.00
H 0.00 0.00 -0.03

Calculated values
**SMILES**: CCOC(=O)C1(CCCc2ccccc2)CCN(C(=O)CSC)CC1
**Orbital gap**: 9.28 eV
**M**: 363.5 g mol⁻¹
**HOMO level**: -8.612 eV
**Spin multiplicity**: 1

***

No. 4
Entry from the Open Molecules 2025 dataset: a molecular structure, C3H8N4O in a non-equilibrium geometry (the ωB97M-V functional and the def2-TZVPD basis).

Geometry (Å):
1 C -1.3292 -0.9566 -0.0740
2 C -0.6849 0.3641 0.2742
3 C 2.7365 1.1277 0.2379
4 H -2.9453 -2.2690 -0.0390
5 H -3.2143 -0.3531 0.3001
6 H 0.2479 -1.8571 0.2928
7 H -0.4836 0.6912 1.3688
8 H -1.1772 1.3606 -0.1359
9 H 0.4663 -0.4987 -1.3776
10 H 1.3911 2.0540 -0.7072
11 H 2.8367 0.2831 1.2778
12 N -2.6962 -1.1311 -0.1414
13 N -0.7735 -2.1659 -0.0018
14 N 0.4702 0.2363 -0.5205
15 N 1.6189 1.0582 -0.6011
16 O 3.5367 2.0564 -0.1530

Forces on the atoms, in the same order (eV/Å):
C -2.29 -4.90 2.70
C -0.24 3.48 -0.71
C 2.54 1.47 -0.18
H 0.61 4.65 -0.09
H -0.19 -1.30 -0.53
H -1.93 -1.60 -1.05
H -0.25 -1.49 -1.41
H -0.44 -2.03 0.79
H -0.19 2.64 3.06
H -0.02 -0.45 -0.93
H -0.10 2.53 -3.34
N -1.04 -1.03 0.01
N 3.58 4.29 0.56
N 4.36 -2.86 -3.19
N -1.88 0.74 1.30
O -2.53 -4.14 3.00

Calculated values
**Orbital gap**: 9.59 eV
**M**: 116.1 g mol⁻¹
**HOMO level**: -9.045 eV
**Energy relative to the best compared isomer or geometry (same formula, charge and spin)**: 132.1 kcal/mol
**Spin multiplicity**: 1

***

No. 5
Entry from the Open Molecules 2025 dataset: a molecular structure, C20H19N5O2Zr in a non-equilibrium geometry (the ωB97M-V functional and the def2-TZVPD basis).

Geometry (Å):
1 N 1.8886 -1.9698 -0.0801
2 C 2.3754 -2.9056 0.4021
3 C 3.0584 -3.9994 1.0311
4 H 4.1419 -3.7744 1.0503
5 H 2.8410 -4.8866 0.4112
6 H 2.6576 -4.1283 2.0564
7 N -2.8156 -0.6526 -1.5484
8 C -3.9524 -0.8500 -1.4017
9 C -5.3626 -1.0588 -1.1913
10 H -5.6256 -2.0224 -1.6636
11 H -5.8943 -0.2153 -1.6659
12 H -5.5391 -1.0806 -0.0889
13 N 1.0426 1.9705 -0.7861
14 C 1.3172 3.0778 -0.8949
15 C 1.7229 4.4593 -0.9305
16 H 1.0279 5.0445 -0.2985
17 H 1.6583 4.7763 -1.9865
18 H 2.7595 4.5312 -0.5503
19 Zr -0.1491 -0.6081 -1.6601
20 C -1.6877 1.5140 0.4195
21 O -1.8268 2.5076 1.0137
22 C -0.7316 -1.3007 0.4188
23 O -0.8956 -1.9166 1.3935
24 C 0.5265 -2.2296 -2.9588
25 C 1.5898 -1.2953 -2.8596
26 C 1.3847 0.0912 -3.1126
27 C 0.1089 0.5707 -3.5012
28 C -0.9544 -0.3806 -3.7106
29 C -0.7572 -1.7695 -3.4188
30 H 0.6914 -3.2971 -2.7904
31 H 2.6090 -1.6432 -2.6721
32 H 2.2421 0.7685 -3.1139
33 H -0.0429 1.6212 -3.7522
34 H -1.8876 -0.0256 -4.1240
35 H -1.5500 -2.4910 -3.5885
36 N -1.9222 0.8255 6.5820
37 C -1.1953 0.9099 5.6604
38 C -0.3126 1.0069 4.5183
39 C 0.9860 1.5478 4.6137
40 C 1.7907 1.6391 3.4805
41 C 1.2370 1.1591 2.2697
42 N 0.0298 0.6395 2.2142
43 C -0.7609 0.5510 3.2598
44 H 1.3419 1.8903 5.5893
45 H 2.7989 2.0508 3.4878
46 H 1.8074 1.2113 1.3354
47 H -1.7722 0.1372 3.1420

Forces on the atoms, in the same order (eV/Å):
N -0.92 -0.19 -0.62
C -0.18 1.38 -0.28
C 0.00 -0.41 0.16
H -0.45 -0.25 0.03
H 0.32 0.07 0.44
H 0.31 -0.06 -0.50
N 0.44 -0.44 0.08
C 1.42 0.35 -0.09
C -0.05 -0.06 0.29
H -0.17 0.40 0.25
H -0.03 -0.39 0.21
H -0.09 -0.02 -0.82
N -0.90 -2.04 -0.83
C 0.37 0.47 0.43
C -0.08 0.31 -0.14
H 0.39 -0.12 -0.36
H 0.16 0.23 0.49
H -0.46 0.11 -0.25
Zr -3.14 3.06 11.46
C -0.47 4.58 2.20
O 0.39 -4.42 -2.73
C -0.88 -3.73 6.57
O 0.35 2.84 -4.84
C -0.18 -0.95 -1.68
C 1.84 0.27 -2.22
C 1.82 -0.59 -1.92
C -0.60 0.06 -2.03
C 0.71 -0.28 -2.17
C 0.57 -0.13 -2.38
H -0.01 0.29 0.07
H -0.36 0.07 0.19
H -0.26 -0.16 0.25
H -0.01 -0.20 0.12
H -0.22 -0.06 0.10
H -0.11 0.09 0.10
N 1.47 0.14 -1.91
C -0.76 0.07 0.99
C -0.08 -0.22 1.05
C 0.41 0.24 0.20
C -0.85 0.10 0.11
C 0.97 0.56 0.36
N -0.62 -0.37 -0.97
C -0.01 -0.37 0.16
H -0.07 -0.11 -0.31
H -0.23 -0.16 0.20
H -0.11 -0.29 0.50
H 0.37 0.34 0.03

Calculated values
**Orbital gap (spin up / spin down)**: 2.43 / 2.34 eV
**M**: 452.6 g mol⁻¹
**HOMO level (spin up / spin down)**: -20.076 / -19.992 eV
**Charge**: +4
**Energy relative to the best compared isomer or geometry (same formula, charge and spin)**: 157.6 kcal/mol
**Spin multiplicity**: 1

***

No. 6
Entry from the Open Molecules 2025 dataset: a molecular structure, C33H59CdIN5O5SSi (the ωB97M-V functional and the def2-TZVPD basis).

Geometry (Å):
1 Cd -0.7802 -0.3761 -0.2633
2 O 2.9198 -2.6128 4.3237
3 C 2.4863 -2.0830 3.3258
4 C 2.0474 -0.6466 3.1704
5 O 2.3858 0.2914 3.8760
6 C 1.2240 -0.6099 1.9546
7 C 1.3468 -1.8532 1.2648
8 O 0.7645 -2.1031 0.1639
9 C 2.3127 -2.7001 1.9624
10 O 2.9287 -3.6610 1.5095
11 O 0.5551 0.3715 1.5209
12 N -0.1852 -1.7314 -2.3090
13 C -0.7694 -1.3463 -3.5796
14 C -0.4684 0.1377 -3.7842
15 N -0.8177 0.9327 -2.6010
16 H 0.7752 -1.3998 -2.2323
17 H -0.1719 -2.7237 -2.1145
18 H -1.8498 -1.5032 -3.5274
19 H -0.3932 -1.9086 -4.4411
20 H -0.9831 0.4829 -4.6838
21 H 0.6039 0.2470 -3.9590
22 H -1.6763 1.4521 -2.7132
23 H -0.1056 1.6055 -2.3559
24 I -3.2243 6.1612 1.0935
25 C -1.5500 5.0725 0.4866
26 C -0.3181 5.2788 1.0843
27 C 0.7519 4.5173 0.6458
28 C 0.5442 3.5879 -0.3618
29 N -0.6446 3.3893 -0.9333
30 C -1.6743 4.1257 -0.5168
31 H -0.1973 6.0109 1.8719
32 H 1.7340 4.6378 1.0858
33 H 1.3528 2.9585 -0.7191
34 H -2.6297 3.9546 -0.9979
35 C -4.1742 -0.5841 -2.0251
36 C -4.3024 -1.4193 -0.7427
37 C -5.7875 -1.4915 -0.3619
38 C -3.8182 -2.8336 -1.0967
39 Si -3.1400 -0.7113 0.6571
40 C -2.9913 -1.9721 2.1344
41 C -4.3250 -2.5067 2.6766
42 C -2.2442 -1.2707 3.2805
43 C -2.1362 -3.1900 1.7303
44 C -3.8225 0.9999 1.3017
45 C -2.6600 1.7917 1.9320
46 C -4.3348 1.8424 0.1280
47 C -4.9571 0.8992 2.3302
48 H -4.6572 -1.1165 -2.8574
49 H -3.1260 -0.4251 -2.2831
50 H -4.6528 0.3906 -1.9449
51 H -6.3680 -1.9318 -1.1854
52 H -6.2018 -0.4998 -0.1629
53 H -5.9553 -2.1050 0.5236
54 H -4.3232 -3.1811 -2.0087
55 H -4.0450 -3.5490 -0.3062
56 H -2.7377 -2.8567 -1.2754
57 H -5.0223 -1.7133 2.9492
58 H -4.1368 -3.1080 3.5764
59 H -4.8190 -3.1581 1.9518
60 H -2.8498 -0.4977 3.7561
61 H -1.3112 -0.8090 2.9447
62 H -1.9888 -2.0073 4.0526
63 H -2.6972 -3.9039 1.1275
64 H -1.8076 -3.7191 2.6344
65 H -1.2385 -2.9168 1.1713
66 H -1.8435 1.9384 1.2218
67 H -2.2317 1.2998 2.8036
68 H -3.0191 2.7830 2.2464
69 H -3.5925 1.8962 -0.6749
70 H -4.5389 2.8660 0.4743
71 H -5.2632 1.4476 -0.2899
72 H -4.6231 0.4460 3.2638
73 H -5.8022 0.3156 1.9548
74 H -5.3275 1.9056 2.5712
75 C 4.6375 3.7927 -0.7092
76 C 5.3849 2.9125 0.2930
77 C 4.5381 2.5348 1.5046
78 C 3.3499 1.6266 1.1996
79 N 3.7831 0.3329 0.6846
80 C 3.4136 -0.2502 -0.4752
81 S 2.5558 0.5636 -1.6945
82 N 3.8248 -1.5230 -0.6054
83 C 3.4886 -2.4469 -1.6837
84 C 4.7228 -3.1816 -2.1974
85 C 5.6372 -2.3608 -3.1108
86 C 6.3539 -1.1893 -2.4371
87 H 5.3175 4.1901 -1.4660
88 H 4.1677 4.6430 -0.2026
89 H 3.8609 3.2256 -1.2269
90 H 6.2784 3.4390 0.6389
91 H 5.7264 1.9991 -0.2033
92 H 4.1567 3.4476 1.9759
93 H 5.1641 2.0340 2.2504
94 H 2.6831 2.0652 0.4664
95 H 2.7760 1.4486 2.1109
96 H 4.1417 -0.2923 1.3928
97 H 4.1167 -1.9944 0.2409
98 H 3.0375 -1.8689 -2.4865
99 H 2.7534 -3.1530 -1.3024
100 H 4.3697 -4.0536 -2.7541
101 H 5.2918 -3.5618 -1.3417
102 H 5.0393 -1.9764 -3.9443
103 H 6.3849 -3.0339 -3.5404
104 H 5.6570 -0.3916 -2.1755
105 H 7.1080 -0.7652 -3.1047
106 H 6.8580 -1.5133 -1.5222

Forces on the atoms, in the same order (eV/Å):
Cd -0.18 -0.38 -0.14
O 0.20 -0.01 0.08
C -0.15 0.04 -0.13
C -0.07 -0.24 -0.15
O -0.06 0.07 0.28
C 0.05 -0.11 0.14
C 0.01 -0.22 0.04
O 0.13 0.11 0.13
C -0.05 0.20 -0.04
O 0.02 -0.14 0.00
O -0.15 0.19 -0.22
N 0.24 -0.02 0.01
C -0.07 0.18 0.20
C -0.01 -0.02 0.03
N 0.11 -0.14 0.06
H 0.02 -0.10 0.00
H -0.12 0.00 0.03
H 0.02 -0.05 -0.07
H 0.06 0.00 -0.04
H -0.01 0.09 -0.03
H 0.00 -0.01 -0.01
H -0.05 -0.01 0.03
H -0.01 0.09 -0.09
I 0.03 -0.03 -0.02
C -0.06 0.06 0.03
C 0.02 -0.03 -0.01
C 0.04 0.03 0.05
C -0.14 -0.09 0.01
N -0.03 0.23 0.05
C 0.18 -0.01 -0.04
H -0.01 -0.02 0.00
H -0.03 -0.04 -0.02
H -0.03 0.03 -0.03
H 0.01 -0.01 0.02
C -0.05 -0.06 -0.04
C -0.09 -0.01 0.09
C 0.02 0.02 -0.07
C -0.06 0.04 0.00
Si 0.07 0.13 -0.10
C -0.02 -0.06 -0.06
C 0.07 -0.03 0.03
C 0.02 -0.03 0.02
C 0.04 0.02 0.05
C 0.05 0.00 0.12
C -0.12 0.01 0.01
C 0.01 0.01 0.03
C -0.01 0.06 -0.05
H 0.04 0.02 0.02
H -0.03 0.01 0.00
H 0.02 -0.04 -0.02
H 0.01 0.02 0.03
H 0.00 -0.05 -0.02
H -0.01 0.01 -0.02
H 0.02 0.01 0.03
H 0.01 0.01 -0.02
H -0.04 -0.02 0.00
H 0.01 -0.02 0.01
H -0.02 0.00 -0.03
H 0.01 0.01 0.03
H 0.03 -0.02 0.00
H -0.03 -0.02 0.01
H -0.02 0.02 -0.02
H 0.02 0.01 0.00
H -0.04 0.01 -0.03
H 0.00 0.01 0.05
H 0.00 0.01 0.01
H 0.00 0.02 -0.03
H 0.00 -0.03 -0.01
H -0.04 0.01 0.02
H 0.03 -0.03 -0.02
H 0.03 0.04 0.02
H -0.02 0.00 -0.02
H 0.01 0.03 0.02
H 0.00 -0.03 0.00
C 0.02 -0.06 0.03
C -0.09 0.06 -0.05
C 0.03 -0.11 -0.05
C 0.07 0.08 0.04
N -0.07 0.05 -0.20
C 0.11 0.01 0.16
S 0.09 0.08 -0.07
N -0.13 -0.12 -0.10
C 0.17 0.19 0.07
C 0.01 0.09 -0.01
C -0.03 0.07 0.09
C -0.05 -0.02 -0.01
H -0.04 -0.01 0.00
H 0.03 -0.02 -0.03
H 0.00 0.03 0.03
H 0.02 -0.02 0.01
H 0.02 0.03 -0.02
H -0.01 -0.05 0.05
H 0.00 0.06 0.03
H 0.01 -0.03 -0.06
H 0.05 0.19 -0.13
H 0.06 0.00 -0.01
H 0.00 -0.05 0.03
H -0.04 0.06 -0.02
H -0.10 -0.05 0.08
H 0.02 -0.05 0.03
H -0.01 -0.05 -0.03
H 0.04 -0.04 -0.03
H -0.01 0.00 -0.02
H 0.03 -0.03 0.02
H -0.02 -0.01 0.02
H -0.02 0.02 -0.03

Calculated values
**Orbital gap**: 5.95 eV
**M**: 905.3 g mol⁻¹
**HOMO level**: -4.119 eV
**Charge**: -1
**Energy relative to the best compared isomer or geometry (same formula, charge and spin)**: 5.8 kcal/mol
**Spin multiplicity**: 1